Below is C6H15NO in the gas phase at a distorted geometry, with properties calculated with ωB97M-V/def2-TZVPD.

Positions of all 23 atoms, in Å:
C1 -1.235 -2.315 -0.432
O1 -1.490 -0.982 -0.761
C2 -0.820 0.157 0.047
C3 -1.099 0.063 1.538
C4 0.622 0.154 -0.382
C5 1.604 -0.615 0.485
C6 1.008 1.762 -0.364
N1 0.519 2.545 -1.465
H1 -1.916 -2.929 -1.028
H2 -0.207 -2.619 -0.675
H3 -1.426 -2.535 0.628
H4 -1.367 1.004 -0.378
H5 -0.887 1.015 2.018
H6 -2.151 -0.179 1.681
H7 -0.537 -0.720 2.040
H8 0.696 -0.159 -1.427
H9 2.601 -0.561 0.050
H10 1.321 -1.662 0.568
H11 1.653 -0.200 1.490
H12 0.695 2.228 0.572
H13 2.099 1.786 -0.389
H14 0.809 2.152 -2.353
H15 -0.493 2.609 -1.465

The value obtained for the lowest unoccupied orbital energy is 0.99 eV. As for the SMILES: CO[C@@H](C)[C@H](C)CN. Its energy above the lowest of the compared OMol25 structures with the same formula, charge and spin is 1.821 eV. The spin multiplicity is 1. The value obtained for the HOMO-LUMO gap is 9.8470 eV.

Below is 2 unconnected molecules or ions with the total composition C6H15NO at a distorted geometry, with properties calculated with ωB97M-V/def2-TZVPD.

Positions of all 23 atoms, in Å:
C1 0.285 -0.333 -1.994
C2 -0.289 -0.088 -0.511
C3 0.741 0.340 0.554
C4 1.237 -0.952 1.149
C5 0.096 -1.976 0.890
N1 -0.859 -1.349 -0.071
C6 -2.237 -1.448 0.269
H1 -0.148 -1.240 -2.432
H2 -0.149 0.456 -2.608
H3 1.349 -0.562 -1.904
H4 -0.888 0.820 -0.663
H5 1.488 1.104 0.314
H6 0.105 0.912 1.237
H7 1.533 -0.757 2.186
H8 2.076 -1.309 0.552
H9 0.585 -2.756 0.317
H10 -0.354 -2.256 1.844
H11 -2.613 -2.485 0.164
H12 -2.461 -1.262 1.343
H13 -3.006 -1.094 -0.423
O1 0.997 4.685 -0.107
H14 1.043 4.872 -1.032
H15 0.387 4.010 0.210

The value obtained for the lowest unoccupied orbital energy is 0.75 eV. As for the SMILES: C[C@@H]1CCCN1C.O. Its energy above the lowest of the compared OMol25 structures with the same formula, charge and spin is 2.706 eV. The spin multiplicity is 1. The value obtained for the HOMO-LUMO gap is 8.8124 eV.

Below is C6H15NO in the gas phase at a distorted geometry, with properties calculated with ωB97M-V/def2-TZVPD.

Positions of all 23 atoms, in Å:
C1 -0.211 -1.784 1.605
C2 0.592 -1.624 0.320
C3 1.459 0.046 0.348
O1 2.181 0.236 1.519
N1 0.457 1.011 0.252
C4 -0.614 0.727 -0.678
C5 -1.854 1.529 -0.327
C6 -0.166 0.951 -2.117
H1 -0.405 -2.833 1.835
H2 0.331 -1.362 2.454
H3 -1.166 -1.260 1.538
H4 0.102 -2.085 -0.540
H5 1.494 -2.238 0.378
H6 2.079 -0.002 -0.551
H7 2.986 -0.291 1.486
H8 0.106 1.229 1.177
H9 -0.684 -0.474 -0.530
H10 -2.174 1.337 0.698
H11 -1.668 2.602 -0.428
H12 -2.673 1.265 -0.997
H13 -1.003 0.784 -2.796
H14 0.633 0.262 -2.393
H15 0.197 1.973 -2.253

The value obtained for the lowest unoccupied orbital energy is 0.85 eV. As for the SMILES: CC[C@H](O)NC(C)C. Its energy above the lowest of the compared OMol25 structures with the same formula, charge and spin is 2.493 eV. The spin multiplicity is 1. The value obtained for the HOMO-LUMO gap is 9.0981 eV.

Below is 3 unconnected molecules or ions with the total composition C6H15NO at a distorted geometry, with properties calculated with ωB97M-V/def2-TZVPD.

Positions of all 23 atoms, in Å:
C1 0.694 -0.577 -0.485
C2 -0.869 1.278 0.559
C3 0.559 -2.787 -0.555
C4 -0.341 -0.777 0.434
C5 0.194 2.113 1.221
C6 -1.369 1.842 -0.750
N1 1.945 -0.171 -0.119
O1 -0.647 -3.273 -1.107
H1 -1.274 -3.423 -0.390
H2 0.434 -0.378 -1.520
H3 -1.701 1.082 1.240
H4 2.484 0.377 -0.769
H5 2.164 -0.087 0.863
H6 1.321 -2.857 -1.331
H7 0.890 -3.398 0.292
H8 -1.300 -1.098 0.055
H9 -0.096 -0.938 1.477
H10 -0.172 3.114 1.504
H11 -1.862 2.820 -0.631
H12 1.041 2.304 0.550
H13 0.558 1.654 2.147
H14 -0.548 1.998 -1.461
H15 -2.106 1.183 -1.224

The value obtained for the lowest unoccupied orbital energy (alpha / beta) is 0.93 / 0.93 eV. Its energy above the lowest of the compared OMol25 structures with the same formula, charge and spin is 5.659 eV. The spin multiplicity is 1. The value obtained for the HOMO-LUMO gap (alpha / beta) is 6.9593 / 6.9599 eV.

Below is 2 unconnected molecules or ions with the total composition C6H15NO at a distorted geometry, with properties calculated with ωB97M-V/def2-TZVPD.

Positions of all 23 atoms, in Å:
C1 -0.473 -1.004 3.421
C2 0.515 -0.527 2.408
C3 0.240 0.254 1.365
C4 1.257 0.698 0.360
C5 1.164 0.169 -1.055
C6 -0.199 -0.094 -1.679
N1 2.033 0.941 -1.912
H1 -1.495 -0.829 3.128
H2 -0.290 -2.076 3.604
H3 -0.328 -0.665 4.463
H4 1.516 -0.930 2.574
H5 -0.717 0.756 1.461
H6 1.213 1.801 0.371
H7 2.278 0.560 0.715
H8 1.657 -0.802 -1.086
H9 -0.938 -0.355 -0.906
H10 -0.637 0.775 -2.160
H11 -0.133 -0.901 -2.405
H12 2.470 0.495 -2.695
H13 2.301 1.882 -1.718
O1 -3.634 -0.425 -2.034
H14 -3.449 -0.044 -1.159
H15 -3.016 0.059 -2.594

The value obtained for the lowest unoccupied orbital energy is 0.88 eV. As for the SMILES: C/C=C/C[C@@H](C)N.O. Its energy above the lowest of the compared OMol25 structures with the same formula, charge and spin is 2.057 eV. The spin multiplicity is 1. The value obtained for the HOMO-LUMO gap is 9.5287 eV.

Below is C6H15NO in the gas phase at a distorted geometry, with properties calculated with ωB97M-V/def2-TZVPD.

Positions of all 23 atoms, in Å:
C1 1.209 0.297 3.014
C2 0.128 1.038 2.236
C3 0.443 1.231 0.755
N1 -0.388 0.324 -0.052
C4 -1.719 0.910 -0.334
C5 0.215 -0.156 -1.296
C6 -0.150 -1.622 -1.501
O1 0.147 -1.965 -2.897
H1 2.212 0.542 2.657
H2 1.175 0.609 4.059
H3 1.096 -0.783 2.943
H4 -0.095 1.978 2.752
H5 -0.791 0.460 2.361
H6 1.481 1.070 0.458
H7 0.289 2.294 0.515
H8 -1.572 1.848 -0.892
H9 -2.166 1.147 0.626
H10 -2.192 0.238 -1.045
H11 1.302 -0.155 -1.269
H12 -0.110 0.450 -2.150
H13 0.548 -2.239 -0.924
H14 -1.135 -1.980 -1.220
H15 1.006 -2.355 -2.874

The value obtained for the lowest unoccupied orbital energy is 0.94 eV. As for the SMILES: CCCN(C)CCO. Its energy above the lowest of the compared OMol25 structures with the same formula, charge and spin is 2.118 eV. The spin multiplicity is 1. The value obtained for the HOMO-LUMO gap is 9.4524 eV.